# 1
{"formula": "C10H10BBrF4Sm", "method": "wB97M-V/def2-TZVPD", "symbols": ["C", "H", "C", "C", "Sm", "H", "H", "H", "F", "F", "H", "B", "F", "F", "Br", "C", "C", "H", "C", "C", "C", "H", "H", "H", "C", "C", "H"], "coordinates": [[1.66178, 1.48069, -3.95372], [-2.10486, -0.34803, 3.79554], [1.15554, -0.74074, -4.37229], [2.76866, 0.68478, -3.52570], [0.14702, 0.11551, 1.19497], [1.59965, 2.56038, -3.91216], [3.68633, 1.04767, -3.07928], [-0.29011, 0.88999, -4.90605], [-0.70373, 1.03961, 5.25906], [-0.31774, -1.22517, 5.30525], [-1.66162, -2.37899, 2.11643], [0.19042, 0.02535, 5.23267], [1.44357, 0.25738, 5.59962], [0.62256, 0.01431, 3.28509], [1.49161, -1.09785, -0.78854], [0.66016, 0.59672, -4.47995], [-2.18638, 0.60083, 0.57100], [-2.29692, 1.28295, -0.26605], [-2.13434, 0.95057, 1.96349], [-1.95790, -0.24306, 2.72424], [2.45713, -0.68734, -3.78384], [3.08964, -1.53823, -3.56214], [0.64199, -1.64246, -4.68378], [-2.19925, 1.95634, 2.39667], [-1.80304, -1.32697, 1.81397], [-1.97918, -0.83460, 0.48007], [-1.98101, -1.43966, -0.42457]], "orbital_gap_ev": [3.867, 4.093], "charge": -1, "lumo_energy_ha": [0.052, 0.060], "multiplicity": 6, "homo_energy_ha": [-0.09037, -0.09089], "s2": 8.772}

# 2
{"formula": "C10H10BN7RhSe", "method": "wB97M-V/def2-TZVPD", "symbols": ["C", "Se", "C", "H", "C", "C", "H", "C", "H", "H", "H", "C", "C", "N", "C", "N", "N", "C", "N", "H", "N", "H", "H", "H", "C", "H", "N", "Rh", "N", "B"], "coordinates": [[-0.43897, -3.05503, -2.51856], [1.87223, 1.88418, 0.42450], [-1.73744, -2.52989, 1.86679], [-0.98066, -2.43062, 3.94164], [-0.97592, -2.07384, 2.92775], [-3.70132, -0.03594, -1.46170], [-4.38832, 2.01626, -1.91517], [1.34173, 1.93532, -1.35571], [2.11508, -1.02400, -2.46352], [-2.80460, -2.75439, -0.80494], [0.53400, -0.41847, 2.86565], [-3.61769, 1.33864, -1.59527], [-0.20082, -1.05138, 2.39834], [-1.67992, 0.53795, -0.89317], [1.21297, -1.60561, -2.37056], [-2.51954, -0.49980, -1.03785], [-0.75959, -2.12831, -1.60756], [0.81158, -2.76005, -3.03199], [0.92286, 1.85965, -2.43717], [-1.12003, -3.86065, -2.73549], [-1.43496, -1.82267, 0.77163], [-4.51966, -0.71431, -1.63507], [1.35995, -3.30330, -3.78001], [-1.81777, 2.61481, -1.18576], [-2.31796, 1.66138, -1.22420], [-2.47658, -3.31160, 1.81513], [-0.48933, -0.91385, 1.10247], [0.18507, 0.29664, -0.29036], [0.25041, -1.24788, -1.51959], [-1.98171, -1.90563, -0.68807]], "orbital_gap_ev": 7.905, "charge": 1, "lumo_energy_ha": -0.188, "homo_energy_ha": -0.47874, "relative_energy_kj_mol": 0.0}

# 3
{"formula": "C10H10BrCeNO3", "method": "wB97M-V/def2-TZVPD", "symbols": ["O", "O", "C", "Ce", "Br", "H", "H", "C", "H", "C", "C", "C", "H", "C", "C", "N", "C", "O", "H", "C", "H", "H", "C", "H", "H", "H"], "coordinates": [[-0.32772, 0.57736, 2.32101], [-1.08769, -0.28992, 4.29144], [-2.45609, -1.48306, 0.16328], [-0.32055, -0.54343, 0.61332], [1.08519, -2.69747, 1.10109], [-3.27750, 0.58756, 0.54181], [0.48345, 1.55990, -2.52453], [2.49719, 1.45127, 0.17594], [2.94287, 1.80492, 1.11089], [2.76567, 0.19416, -0.46339], [-1.29519, -0.86456, -1.77475], [1.52505, 2.14266, -0.61291], [-1.24816, -2.99196, -1.01766], [1.96244, 0.11541, -1.64272], [-1.59260, -1.96921, -0.91228], [-0.15147, 0.25058, 3.77283], [-2.66573, -0.06264, -0.07575], [0.91752, 0.64147, 4.23528], [1.93482, -0.72336, -2.34061], [-1.95043, 0.30107, -1.26893], [-2.87264, -2.07728, 0.97101], [-0.70335, -0.92971, -2.68982], [1.20005, 1.31774, -1.73647], [1.08380, 3.11292, -0.38457], [-1.96364, 1.28822, -1.73467], [3.45422, -0.57575, -0.10443]], "orbital_gap_ev": [5.963, 5.866], "lumo_energy_ha": [-0.065, -0.067], "homo_energy_ha": [-0.28378, -0.28304], "relative_energy_kj_mol": 0.0}

# 4
{"formula": "C10H10BrNO2S", "method": "wB97M-V/def2-TZVPD", "symbols": ["S", "H", "O", "H", "H", "H", "C", "O", "H", "H", "Br", "N", "C", "C", "C", "H", "H", "H", "C", "C", "H", "C", "C", "C", "C"], "coordinates": [[-0.97647, 0.29348, 0.04870], [-0.78155, 1.46305, 2.08266], [-0.46692, 1.36246, -0.74182], [-1.99477, -2.35948, -0.53768], [-1.16686, -0.16678, 2.32857], [2.96658, -2.50893, -0.93225], [-0.77236, 3.79526, 1.28011], [-2.38934, 0.00623, 0.03942], [1.86359, -0.37476, -0.56030], [1.61967, -4.56360, -1.28051], [1.37713, -1.12956, 2.79781], [-0.98211, 3.63968, 2.36890], [-0.32434, -3.52521, -1.02742], [1.10739, -3.63037, -0.96971], [1.86312, -2.50488, -0.84241], [-0.80141, 5.23643, -0.32569], [-1.06072, -4.32342, -1.08898], [-1.31986, 3.36960, -0.54957], [-0.11035, -1.25103, -0.41178], [-0.54775, 0.49119, 1.83613], [0.43930, 3.79404, -0.58823], [-0.54671, 4.07984, -0.14870], [-0.89033, -2.37288, -0.63542], [0.84582, 0.41686, 1.86838], [1.22055, -1.27352, -0.58741]], "orbital_gap_ev": 8.071, "lumo_energy_ha": -0.043, "homo_energy_ha": -0.34008, "relative_energy_kj_mol": 267.9}

# 5
{"formula": "C10H10BrNO2Sn", "method": "wB97M-V/def2-TZVPD", "symbols": ["H", "H", "N", "H", "C", "H", "C", "H", "O", "H", "C", "H", "C", "O", "H", "H", "C", "Br", "C", "Sn", "C", "C", "C", "C", "H"], "coordinates": [[-4.32566, 1.38591, -0.33347], [1.52764, -3.96754, 0.38140], [1.48171, 0.11932, 3.68711], [-3.79376, 0.04799, -2.59944], [-1.89443, 2.74574, -2.15609], [2.29173, 0.18609, -0.60539], [2.62922, -2.38657, 1.48347], [3.35515, -0.30490, 1.80765], [1.90231, 0.23514, 4.79702], [-2.67574, 3.50026, -0.21174], [1.89732, -2.95684, 0.42413], [1.10934, -2.06410, -1.45915], [2.29038, -0.76073, -0.09507], [1.32068, -1.07819, 3.16648], [-1.12327, 3.46836, -2.40168], [-1.81432, 1.33460, -3.87733], [-3.29622, 0.95039, -2.25980], [-0.41916, 0.65128, 0.89841], [2.85230, -1.02064, 1.17774], [0.63874, -1.29398, 1.33612], [-2.70956, 2.76264, -1.00660], [1.66947, -1.94860, -0.54549], [-3.57573, 1.65289, -1.07070], [-2.25711, 1.62574, -2.93067], [2.91901, -2.88427, 2.39307]], "orbital_gap_ev": 5.206, "charge": -2, "lumo_energy_ha": 0.210, "homo_energy_ha": 0.01835, "relative_energy_kj_mol": 382.4}

# 6
{"formula": "C10H10BrNO3Rh", "method": "wB97M-V/def2-TZVPD", "symbols": ["O", "H", "C", "H", "H", "C", "H", "C", "H", "C", "H", "N", "C", "H", "Rh", "H", "O", "H", "C", "O", "C", "H", "C", "C", "C", "Br"], "coordinates": [[1.92232, 0.06062, 2.70291], [-1.69176, -1.44191, -2.79819], [-1.70999, 0.62221, -1.78821], [-1.55287, -0.37595, 1.43836], [0.16538, -1.60637, -4.70202], [2.06612, 0.64406, -3.04412], [-1.65612, -2.38389, -0.29069], [-1.59970, -0.25325, 0.35846], [0.82358, 2.51416, -3.33078], [-1.71116, -0.82247, -1.90302], [2.95468, 0.97675, -2.50935], [1.10457, 0.48724, 1.90009], [1.86876, -0.68793, -3.56216], [-1.73000, 1.34196, -2.59656], [-0.06694, -0.19841, -0.95162], [2.59622, -1.48649, -3.52973], [1.43537, 0.43217, 0.56874], [-1.57369, 1.97565, 0.02508], [0.05272, 0.57302, -4.17856], [-0.00192, 0.97759, 2.23595], [-1.69339, -1.33878, -0.56869], [-0.85766, 0.89052, -4.68644], [0.94274, 1.43445, -3.45621], [0.60591, -0.73500, -4.22004], [-1.62704, 0.97062, -0.39992], [1.17077, -2.52987, -1.17159]], "orbital_gap_ev": [6.089, 6.322], "charge": -1, "lumo_energy_ha": [0.123, 0.042], "multiplicity": 5, "homo_energy_ha": [-0.10073, -0.19080], "relative_energy_kj_mol": 0.0, "s2": 6.023}